{"formula": "C19H62N8O12", "method": "ωB97M-V/def2-TZVPD", "smiles": "NC(N)=O.NC(N)=O.NC(N)=O.NC(N)=O.CCO.CCO.CCO.CCO.CCO.CCO.CCO.CO", "orbital_gap_ev": 9.34, "e_above_lowest_kj_mol": 731.9, "lumo_ev": 0.26, "elements": ["C", "C", "O", "H", "H", "H", "H", "H", "H", "C", "C", "O", "H", "H", "H", "H", "H", "H", "C", "C", "O", "H", "H", "H", "H", "H", "H", "C", "C", "O", "H", "H", "H", "H", "H", "H", "C", "C", "O", "H", "H", "H", "H", "H", "H", "C", "C", "O", "H", "H", "H", "H", "H", "H", "C", "C", "O", "H", "H", "H", "H", "H", "H", "C", "O", "N", "N", "H", "H", "H", "H", "C", "O", "N", "N", "H", "H", "H", "H", "C", "O", "N", "N", "H", "H", "H", "H", "C", "O", "N", "N", "H", "H", "H", "H", "C", "O", "H", "H", "H", "H"], "coordinates": [[-4.7630, 25.3670, 6.9000], [-5.4420, 26.2940, 5.8860], [-6.7910, 26.0060, 5.7710], [-3.7160, 25.3220, 6.5180], [-5.1060, 24.3920, 6.8420], [-4.8730, 25.6190, 7.9330], [-5.0680, 26.1660, 4.8790], [-5.2500, 27.3360, 6.2440], [-7.1010, 26.5750, 5.0700], [-2.9630, 26.9670, -2.1450], [-1.5820, 27.1660, -1.5220], [-1.6340, 27.4290, -0.2440], [-3.5400, 26.0570, -1.9830], [-2.6830, 27.0200, -3.1400], [-3.6400, 27.8160, -1.9240], [-1.1980, 28.0360, -2.0370], [-1.0010, 26.2830, -1.8640], [-1.7030, 28.3970, -0.0820], [-2.6170, 31.4930, 4.8530], [-2.3680, 30.4160, 5.9150], [-3.4070, 29.4750, 5.8930], [-3.4880, 32.1140, 5.0360], [-2.8080, 30.9280, 3.9910], [-1.7190, 32.1580, 4.8450], [-2.3080, 30.8030, 6.9420], [-1.3650, 29.9820, 5.7620], [-4.1290, 29.7420, 6.5580], [-7.3190, 32.1130, 3.6490], [-7.2320, 31.2350, 4.8580], [-5.8760, 30.8780, 5.0990], [-6.5700, 32.9330, 3.8090], [-8.2770, 32.6780, 3.4100], [-6.9760, 31.5810, 2.6950], [-7.7660, 30.3800, 4.5070], [-7.4440, 31.6410, 5.8960], [-5.4340, 30.5190, 4.2960], [-8.8170, 31.3290, 0.3810], [-9.2660, 30.5740, 1.6110], [-10.2490, 29.6900, 1.0540], [-9.5600, 31.9460, 0.0370], [-8.3760, 30.5920, -0.3120], [-7.9710, 31.9270, 0.5920], [-9.4750, 31.0940, 2.5570], [-8.3860, 29.9370, 1.7830], [-10.3170, 28.9800, 1.6870], [-6.4560, 26.8380, -1.0290], [-6.7250, 28.3110, -0.6910], [-5.5120, 28.9860, -0.7530], [-5.5210, 26.4990, -0.5360], [-6.4380, 26.5680, -2.0220], [-7.1930, 26.3240, -0.5050], [-6.9820, 28.3870, 0.3510], [-7.5110, 28.6790, -1.3190], [-5.6730, 29.8950, -0.5510], [-1.5120, 26.9100, 5.1450], [-1.2020, 25.8780, 4.0260], [-1.7880, 26.4070, 2.9020], [-2.6330, 27.0400, 5.2720], [-0.9910, 27.7880, 4.8690], [-1.2140, 26.7180, 6.1220], [-1.4280, 24.9090, 4.3010], [-0.1390, 25.8410, 3.9000], [-1.7170, 25.7190, 2.1760], [-4.4490, 28.5530, 2.3480], [-5.7270, 29.1680, 2.6030], [-3.9840, 28.0420, 1.2070], [-3.5730, 28.2850, 3.2860], [-4.6060, 28.2960, 0.4700], [-3.0870, 27.5910, 1.0550], [-3.7600, 28.6280, 4.2570], [-2.9950, 27.4400, 3.1560], [-0.8340, 29.8810, 1.6310], [0.5010, 30.2480, 1.2820], [-1.1360, 29.5310, 2.8550], [-1.8380, 30.0510, 0.9210], [-0.4130, 29.3960, 3.5610], [-2.1260, 29.2060, 3.0900], [-1.6220, 30.4790, -0.0150], [-2.7570, 29.7140, 1.1490], [-1.4320, 23.5940, 0.9910], [-2.1390, 22.5680, 1.5450], [-0.3030, 23.4570, 0.3950], [-1.9640, 24.7540, 0.7870], [0.1650, 22.4660, 0.4360], [-0.0400, 24.0950, -0.3130], [-2.9820, 24.7470, 0.8560], [-1.6080, 25.4660, 0.1660], [-8.6620, 27.1560, 3.4890], [-8.7960, 27.1150, 2.1210], [-7.7290, 27.8530, 4.1620], [-9.4590, 26.4070, 4.1740], [-7.2490, 28.4550, 3.4600], [-7.7010, 28.3020, 5.1180], [-10.1010, 25.8100, 3.6310], [-9.2400, 26.2240, 5.0810], [-5.8890, 25.2260, 2.1900], [-4.5210, 25.3310, 1.8970], [-6.3060, 24.2890, 1.8850], [-6.4640, 25.9220, 1.5720], [-6.1490, 25.3960, 3.2650], [-4.3520, 26.2000, 1.5230]], "forces_ev_per_angstrom": [[1.4344, 1.2324, -1.8059], [0.6264, 0.1725, 1.1439], [-1.1761, -0.7460, 1.2297], [-0.3491, 0.0788, 1.0462], [-0.9457, -2.0139, -0.5381], [0.2192, 0.7482, 0.5278], [1.0441, 0.0733, -0.1411], [-0.1757, -0.3372, -0.4803], [-0.0481, 0.0844, -0.4974], [-0.6506, 0.7354, 1.0679], [-1.3194, -0.7093, -4.7282], [0.3966, 0.8596, 5.2193], [0.4338, -0.2330, 0.3615], [-0.2657, -0.0608, -2.5249], [0.3986, -0.3175, -0.0900], [0.6245, 0.0869, -0.5295], [0.3157, 0.3526, 0.8837], [0.4302, -0.8267, -0.0589], [1.0114, 0.7774, 2.0557], [0.2631, 1.5103, 0.8218], [-1.8589, -0.6139, 1.4807], [-0.1672, -0.0717, 0.3604], [0.1473, -0.1178, -1.6673], [-0.6463, -0.5677, -0.6544], [0.0643, 0.3377, -0.2549], [-0.6040, -0.4519, -0.2422], [1.6055, -0.4467, -1.7703], [0.8111, 2.7527, -1.4380], [0.9254, 0.1741, 0.5218], [1.0606, -0.5051, -0.3303], [-0.4934, -0.4647, -0.2849], [0.9082, -1.0866, 0.5950], [-0.5645, 0.4216, 1.4955], [-0.9324, -1.0285, 0.9098], [-0.9195, -0.2486, -1.6502], [-0.7914, 0.1134, 0.3441], [1.8151, -1.1614, 1.1995], [1.3578, -1.7255, -1.5580], [-0.4914, 0.7912, 1.0033], [-1.8183, 1.2098, -1.4694], [-1.0070, 0.2812, -0.1052], [0.9330, 1.0987, 0.5507], [-0.6462, 0.1014, -0.6524], [-0.0436, -0.0237, 0.7553], [-0.1444, -0.8084, 0.0609], [1.2500, 1.4148, 2.5533], [0.0119, -2.1151, 0.5453], [1.3662, 0.7667, -1.5366], [-0.3045, 0.2901, -0.4233], [0.0199, -0.3128, -2.3079], [-1.5833, -1.2725, 0.5452], [-1.0307, -0.2861, 0.4748], [-0.3035, 0.6202, -0.4423], [-0.0673, 1.0491, 0.2362], [-2.0004, -1.0389, -1.2233], [1.2236, 2.5442, 2.3848], [-0.3338, -1.0225, -2.0527], [1.3800, 0.1499, -0.4928], [-0.0080, 1.2615, -0.3076], [0.9675, -1.0327, 1.6578], [-1.4386, -2.1857, 0.2445], [1.0191, 0.1783, -0.1563], [-0.3832, 0.8154, 0.5368], [-4.9108, 1.1723, 2.1218], [6.6042, -2.3199, -2.0111], [-1.8746, 0.6557, -0.8793], [-0.9097, 1.0800, 3.5879], [-0.1118, -0.1716, -1.7040], [-0.0980, 0.2493, 0.2024], [0.0748, -0.5625, -0.8433], [0.2183, 0.1111, 0.1427], [11.7065, 2.1690, 3.1006], [-6.8631, -2.0435, 1.1161], [-0.4739, -1.4939, 2.8509], [-4.0748, 1.8103, -7.6680], [-0.2600, 0.0854, -0.8194], [2.0264, 0.5524, -0.3625], [-0.7469, -0.5187, 1.4067], [-0.1282, 0.3395, -0.0588], [-4.8924, -7.4616, 2.1961], [3.6697, 4.8329, -1.8887], [5.0072, -4.6543, -0.3176], [-3.2362, 3.5955, 0.0283], [-1.3168, 2.9382, -0.2014], [0.5274, 0.3594, -0.4840], [0.0695, -0.0036, 0.3420], [0.3526, -0.2872, 0.0941], [-0.7150, 0.1843, -6.8018], [1.1695, 0.9629, 6.0190], [1.5390, 2.8710, -0.9622], [-2.9112, -1.5230, -1.7067], [0.3489, -0.5344, 0.7736], [-0.9677, -1.0592, -1.5460], [0.7336, 0.5524, 0.7405], [0.2923, -0.8734, 3.0369], [-1.2922, 0.9509, 0.2026], [0.5601, -0.5490, 0.0764], [0.2397, -0.9909, 0.0351], [-0.0072, 0.3322, 0.3929], [0.4313, -0.1200, -0.7788], [-0.3324, 0.1109, 0.1690]]}

=====

{"formula": "C19H62O12", "method": "ωB97M-V/def2-TZVPD", "smiles": "CC(C)O.CC(C)O.CC(C)O.CCO.CCO.CCO.CCO.CCO.O.O.O.O", "orbital_gap_ev": 10.12, "e_above_lowest_kj_mol": 378.0, "lumo_ev": 0.26, "elements": ["C", "C", "O", "H", "H", "H", "H", "H", "H", "C", "C", "O", "H", "H", "H", "H", "H", "H", "C", "C", "O", "H", "H", "H", "H", "H", "H", "C", "C", "O", "H", "H", "H", "H", "H", "H", "C", "C", "O", "H", "H", "H", "H", "H", "H", "O", "H", "H", "O", "H", "H", "O", "H", "H", "O", "H", "H", "C", "C", "C", "O", "H", "H", "H", "H", "H", "H", "H", "H", "C", "C", "C", "O", "H", "H", "H", "H", "H", "H", "H", "H", "C", "C", "C", "O", "H", "H", "H", "H", "H", "H", "H", "H"], "coordinates": [[1.4151, -4.6290, 5.8428], [2.1965, -4.3869, 4.5578], [1.9697, -5.5172, 3.6470], [0.4185, -4.9971, 5.5990], [1.2964, -3.8033, 6.5444], [1.7830, -5.5046, 6.3776], [3.2585, -4.3068, 4.7899], [1.8606, -3.4187, 4.1864], [2.6517, -5.5582, 2.9726], [1.4274, -7.8799, -3.0885], [2.4031, -8.0582, -4.2811], [1.8520, -8.9259, -5.2364], [0.6458, -7.1485, -3.2938], [1.9559, -7.5523, -2.1933], [0.8558, -8.7903, -2.9085], [3.3053, -8.5634, -3.9361], [2.6984, -7.1107, -4.7318], [2.5571, -9.5002, -5.5440], [-0.7201, 2.7580, 4.8969], [-1.6278, 2.7408, 3.6585], [-0.8780, 2.4235, 2.4382], [-0.0877, 1.8747, 4.9864], [-1.1879, 2.9468, 5.8631], [0.0273, 3.5488, 4.8327], [-2.1842, 3.6780, 3.6441], [-2.3571, 1.9359, 3.7506], [-0.2873, 3.1661, 2.2930], [5.1787, 0.8500, 3.7115], [5.9489, -0.0106, 4.7319], [7.0228, 0.7876, 5.1765], [5.0136, 1.8652, 4.0723], [4.2178, 0.3449, 3.6133], [5.7658, 0.8787, 2.7935], [6.3684, -0.9499, 4.3714], [5.3198, -0.3695, 5.5464], [7.4328, 0.3375, 5.9187], [-2.4921, 4.4041, -3.4789], [-2.0440, 5.1236, -4.7278], [-1.2845, 4.1747, -5.4570], [-2.9961, 5.1204, -2.8301], [-1.7223, 4.0782, -2.7795], [-3.0927, 3.5103, -3.6477], [-1.4456, 5.9635, -4.3746], [-2.8806, 5.5522, -5.2795], [-0.5075, 4.6115, -5.8136], [-2.2604, 0.0981, -5.3717], [-1.9797, 0.9913, -5.5709], [-2.2175, 0.0404, -4.4172], [-6.4874, -4.2054, -0.6758], [-7.0907, -4.7919, -1.1322], [-5.7356, -4.1298, -1.2634], [6.3732, -3.3854, -2.9579], [5.9156, -3.1751, -3.7719], [7.2653, -3.0666, -3.0949], [5.5190, -5.4223, 0.4929], [5.5624, -4.9234, -0.3228], [6.3454, -5.9044, 0.5237], [-7.4660, 2.2947, 0.0014], [-8.2417, 3.6056, -0.2892], [-8.4735, 3.9437, -1.7488], [-9.4665, 3.4737, 0.2917], [-6.5496, 2.3068, -0.5887], [-7.9857, 1.4680, -0.4829], [-7.2198, 2.1110, 1.0472], [-7.7911, 4.4723, 0.1944], [-8.8001, 3.1674, -2.4408], [-7.5379, 4.2665, -2.2055], [-9.2092, 4.7470, -1.7907], [-10.0538, 2.9502, -0.2584], [0.5014, -2.2905, -0.9815], [-0.9937, -2.4206, -0.9569], [-1.3972, -2.7445, 0.4428], [-1.4937, -1.1243, -1.2330], [0.8578, -1.6220, -0.1977], [0.9110, -1.9288, -1.9246], [0.8767, -3.3038, -0.8385], [-1.3595, -3.0759, -1.7474], [-2.4734, -2.9002, 0.5185], [-1.2087, -1.9438, 1.1579], [-0.9627, -3.6507, 0.8648], [-1.2429, -0.5547, -0.5021], [3.7358, 6.9529, -0.3394], [2.6163, 5.9511, -0.5852], [3.1044, 4.5879, -0.9312], [1.8807, 5.9764, 0.5593], [4.4208, 7.1244, -1.1697], [4.3875, 6.6314, 0.4730], [3.2967, 7.9072, -0.0486], [1.9905, 6.2847, -1.4130], [3.6557, 4.0911, -0.1328], [3.7841, 4.6573, -1.7805], [2.2679, 3.9804, -1.2765], [1.3786, 6.7883, 0.6604]], "forces_ev_per_angstrom": [[-0.5109, -1.4439, -0.0780], [-0.0878, -0.6012, 0.2429], [-0.2614, 1.1219, 1.0530], [-0.2903, 0.4392, -0.3174], [0.3458, 0.1832, -0.3257], [0.5458, 0.1579, 0.1792], [0.1146, -0.0016, -0.1141], [0.0012, -0.1208, -0.7221], [0.1679, 0.2748, 0.0423], [-0.0050, 0.2590, -0.7417], [-0.0024, -0.3980, 1.2378], [-0.5739, -0.3150, -0.7620], [0.1616, 0.2656, -0.1981], [-0.0107, -0.1276, 0.0081], [0.4680, -0.2557, 0.1268], [0.2550, 0.3729, 0.4449], [-0.1174, 0.1894, 0.0330], [-0.1739, 0.0152, -0.1424], [0.9011, 0.1952, -0.1801], [0.7081, -0.9132, 0.3253], [-0.9092, 0.6499, 1.2524], [-0.3933, -0.3641, -0.0931], [-0.5377, -0.2071, -0.1989], [-0.0369, 0.3747, -0.3186], [0.0803, 0.1464, -0.5908], [0.0144, 0.0263, -0.0785], [0.1997, 0.0825, -0.1587], [0.3079, -1.3641, 0.6467], [-0.0288, 0.3858, -0.1461], [0.3719, 0.2360, 0.6035], [0.1194, -0.1563, 0.1782], [-0.1022, 0.2493, -0.6608], [-0.3735, 0.0607, -0.1357], [-0.1636, -0.0409, -0.9052], [-0.3460, 0.5451, 0.3581], [0.2065, 0.0816, 0.0567], [-0.5812, 0.2552, 1.1331], [0.4271, -0.5692, 1.2590], [0.2259, 0.2668, -0.6146], [-0.7677, -0.0357, -0.1596], [0.7579, -0.0321, -0.6354], [-0.2877, 0.2630, -0.2363], [0.3232, 0.1480, -0.3058], [-0.0899, -0.2977, -0.2634], [-0.0187, -0.0680, -0.1723], [-0.0861, -0.1834, -0.1853], [0.0864, 0.3042, -0.0819], [0.0271, -0.0812, 0.3215], [-0.0377, 0.0893, 0.2093], [-0.1796, -0.1463, -0.0827], [0.2217, 0.0652, -0.1270], [-0.0763, -0.1494, 0.2385], [-0.1814, 0.0331, -0.1884], [0.2430, 0.0778, 0.0106], [-0.1922, -0.0375, 0.2283], [-0.0129, 0.2097, -0.2959], [0.1852, -0.1331, 0.0330], [0.7082, 0.7832, -1.5891], [0.8621, -1.2471, -0.5247], [1.0762, 0.4144, -0.6799], [-2.6607, 0.2147, 1.7822], [0.4968, 0.1329, 0.2571], [-0.4410, -0.1476, 0.4905], [-0.3425, 0.0842, -0.1164], [0.3226, -0.0604, 0.0069], [-0.2882, -0.5648, 0.5333], [0.0544, 0.3831, -0.0409], [0.1514, 0.1165, -0.0674], [0.0690, -0.1108, -0.0523], [0.8128, -1.0659, -0.5906], [0.9771, 1.7234, 0.5078], [-1.3874, -1.3126, 0.9846], [-1.0847, 0.5756, -0.9507], [-0.0556, -0.1396, 0.1672], [-0.2708, 0.0368, -0.1240], [0.5850, 0.0498, 0.2473], [-0.1234, -0.1111, 0.2549], [-0.1891, -0.0041, -0.1615], [0.4300, 0.2415, -0.2489], [0.2849, -0.0546, -0.1853], [0.0111, 0.1017, 0.0756], [0.7599, 0.2539, -0.4085], [1.3628, 1.5469, -1.1825], [0.1005, -0.6991, -0.4171], [-1.9174, -1.1925, 2.3601], [-0.2240, 0.0125, -0.3381], [-0.2359, -0.1952, 0.2311], [0.0698, 0.1122, -0.0515], [0.0195, 0.1978, -0.3938], [-0.1988, 0.0487, 0.1743], [0.0605, 0.1045, -0.0442], [0.0236, -0.2577, 0.2834], [0.1509, 0.0467, -0.1944]]}